1.
A molecular structure, C12H12AuBN8S at a distorted geometry, computed with ωB97M-V/def2-TZVPD.

Summary:
Orbital gap (alpha / beta) (eV): 9.1 / 4.5
HOMO (alpha / beta) (eV): -11.9458 / -11.9431
Total charge: +1
2S+1: 4
Maximum force (eV/Å): 1.9
LUMO (alpha / beta) (Ha): -0.1031 / -0.2753

XYZ file:
```
35
Properties=species:S:1:pos:R:3:forces:R:3:lowdin_spin:R:1
Au -0.13290 -0.16430 -0.10820 0.06 0.05 0.14 0.751
C -0.30040 4.27650 -0.28300 0.09 -0.09 0.09 0.003
C -0.65180 3.02050 -0.76350 0.17 0.42 0.15 0.006
N 0.02330 2.10070 -0.09740 -0.23 -0.85 -0.32 0.132
N 0.80200 2.69570 0.81910 0.11 0.49 0.03 0.011
C 0.61570 4.02420 0.71670 -0.29 0.17 -0.20 0.001
B 1.70420 1.82470 1.72500 0.24 0.07 0.52 0.001
N 2.54580 0.90200 0.81630 0.34 0.21 0.09 0.004
C 3.88120 0.81710 0.69590 -0.03 -0.19 -0.22 -0.001
C 4.17570 -0.16540 -0.22580 -0.27 0.04 -0.05 0.005
C 2.94040 -0.64620 -0.64200 0.29 -0.09 -0.05 0.018
N 1.98000 0.00820 -0.00400 -0.76 -0.13 0.00 0.105
N 0.80530 0.93140 2.62500 0.10 0.16 0.33 0.015
C 0.70910 0.92310 3.96630 -0.25 -0.15 0.13 0.001
C -0.16290 -0.07900 4.34200 0.00 0.09 -0.13 0.004
C -0.58030 -0.65320 3.14580 0.11 0.06 0.33 0.008
N 0.01870 -0.03340 2.14160 -0.35 -0.48 -0.91 0.172
N 2.65920 2.56350 2.65130 0.04 0.15 -0.01 0.000
C 2.96900 3.84420 2.94610 0.43 0.74 0.42 0.000
C 3.94200 3.84600 3.92190 -0.22 0.13 -0.25 0.000
C 4.19090 2.48850 4.17630 -0.40 0.74 -0.41 0.000
N 3.41730 1.75840 3.41580 0.11 -1.94 0.04 0.000
H -0.65350 5.22480 -0.62730 -0.07 0.24 0.00 0.001
H -1.33950 2.76380 -1.54260 -0.12 -0.16 -0.18 0.000
H 1.10250 4.72940 1.35160 0.12 0.05 0.11 0.001
H 4.55260 1.42990 1.26160 -0.06 0.16 0.17 0.000
H 5.13970 -0.49000 -0.55050 0.25 -0.06 -0.08 0.001
H 2.71260 -1.41210 -1.35360 -0.10 -0.21 -0.17 0.003
H 1.25000 1.61580 4.57770 0.16 0.11 0.00 0.001
H -0.44690 -0.36610 5.33380 -0.05 0.02 0.16 0.001
H -1.25930 -1.46370 2.97940 -0.13 -0.20 -0.10 0.000
H 2.52220 4.68670 2.46950 -0.07 0.20 -0.08 0.000
H 4.41180 4.68570 4.38900 0.03 0.29 0.00 0.000
H 4.89280 2.05110 4.85640 0.09 -0.23 0.15 0.000
S -2.26800 -0.76780 -0.64880 0.66 0.22 0.29 1.757
```
Forces are in eV/Å.



2.
3 unconnected molecules or ions with the total composition C12H12BIO10Si at a distorted geometry, computed with ωB97M-V/def2-TZVPD.

Summary:
SMILES: O=C1C=C(O)C(=O)C=C1O.O=C1C=C(O)C(=O)C=C1O.OB(O)[SiH2]I
Orbital gap (eV): 7.7
HOMO (eV): -9.5010
Total charge: 0
Maximum force (eV/Å): 2.0
LUMO (Ha): -0.0670

XYZ file:
```
37
Properties=species:S:1:pos:R:3:forces:R:3:mulliken_charge:R:1
O -1.41673 -1.23568 3.21824 -0.03 1.73 0.90 -0.587
B -1.45886 0.16689 3.30203 1.29 -1.33 0.77 0.618
O -0.29213 0.87433 3.63962 -1.03 -1.59 -0.55 -0.539
Si -3.16743 1.10395 2.90604 -0.40 0.20 -0.28 0.249
I -5.16983 -0.20424 3.50970 0.33 0.21 -0.03 -0.116
H -1.25162 -1.39344 2.28832 0.12 -0.65 -0.64 0.611
H -0.31865 1.66874 3.12578 0.14 1.29 0.08 0.244
H -3.20282 1.24572 1.42847 -0.15 0.12 0.00 -0.133
H -3.18382 2.44555 3.52518 -0.25 0.03 -0.03 -0.172
C -3.88435 -1.31908 -2.07572 0.06 0.12 -0.44 -0.918
C -3.33586 -1.45594 -0.86648 -0.68 -0.24 0.29 0.362
C -1.89596 -1.14142 -0.61742 0.60 0.29 -0.68 1.005
O -1.44788 -1.26576 0.51073 -0.19 -0.10 -0.04 -0.618
C -1.08098 -0.69918 -1.74142 -0.01 -0.24 0.59 -1.046
C -1.63003 -0.56404 -2.95129 0.69 0.21 -0.18 0.279
C -3.07388 -0.85289 -3.19950 -0.70 -0.26 0.38 0.915
O -3.52076 -0.69657 -4.31718 0.24 0.10 -0.25 -0.609
O -0.92114 -0.16384 -4.01109 -0.39 -0.16 0.28 -0.560
O -4.04024 -1.87891 0.18837 0.45 0.18 -0.31 -0.585
H -4.92434 -1.54109 -2.26786 0.00 0.00 0.03 0.442
H -0.03780 -0.49053 -1.55111 -0.14 0.03 -0.04 0.554
H -1.55050 -0.14866 -4.75057 -0.09 0.04 -0.26 0.349
H -3.42062 -1.87974 0.93530 -0.04 -0.07 0.35 0.290
C 2.64213 0.86353 0.71472 -0.29 -0.02 -0.50 -1.184
C 3.79515 0.86140 1.38911 -0.49 0.10 0.63 0.380
C 5.10918 0.68161 0.70123 0.31 -0.14 -0.77 0.908
O 6.12581 0.70668 1.36263 -0.02 0.04 0.37 -0.607
C 5.10484 0.47999 -0.74664 0.22 0.04 0.37 -0.997
C 3.95161 0.47994 -1.41874 0.49 -0.12 -0.60 0.358
C 2.64191 0.68495 -0.73324 -0.23 0.12 0.84 1.128
O 1.62468 0.69226 -1.40265 0.21 0.04 -0.31 -0.635
O 3.90087 0.29855 -2.74336 -0.18 0.08 0.45 -0.571
O 3.84142 1.02135 2.71216 0.19 -0.05 -0.47 -0.550
H 1.68657 0.99165 1.20269 0.01 -0.03 0.05 0.624
H 6.05873 0.33520 -1.23341 -0.01 0.00 -0.02 0.426
H 2.95980 0.34673 -2.97798 -0.20 0.01 -0.17 0.333
H 4.78351 0.98196 2.94534 0.21 0.01 0.18 0.351
```
Forces are in eV/Å.



3.
A molecular structure, C12H12BN8Se3TeW, computed with ωB97M-V/def2-TZVPD.

Summary:
Orbital gap (alpha / beta) (eV): 6.1 / 6.1
HOMO (alpha / beta) (eV): -21.6145 / -21.6140
Total charge: +4
2S+1: 2
Maximum force (eV/Å): 0.9
LUMO (alpha / beta) (Ha): -0.5694 / -0.5698

XYZ file:
```
38
Properties=species:S:1:pos:R:3:forces:R:3:lowdin_spin:R:1
W -0.96691 1.77504 -0.80626 -0.76 0.28 -0.35 0.001
C 3.06793 0.51768 -1.72004 0.07 0.12 0.01 0.000
C 2.05170 1.43328 -1.85040 -0.07 -0.13 0.06 0.000
N 0.98133 1.05518 -1.08860 0.54 -0.10 -0.09 0.000
N 1.35821 -0.10762 -0.44768 -0.17 0.21 -0.10 0.002
C 2.60138 -0.42712 -0.81257 -0.13 -0.04 0.07 0.001
B 0.25561 -0.56947 0.52570 0.00 -0.17 0.37 0.007
N -1.00276 -0.27286 -0.36041 0.18 -0.27 -0.32 0.004
C -1.63106 -1.22428 -0.98882 0.01 -0.02 0.21 0.002
C -2.47777 -1.08595 -2.13005 -0.06 0.04 -0.10 0.000
C -2.66771 0.09977 -2.74579 -0.05 0.03 0.02 0.000
N -2.06169 1.23423 -2.24003 0.20 -0.14 0.17 0.000
N 0.14105 0.45705 1.65535 0.05 0.09 -0.05 0.000
C 0.70458 0.67545 2.85282 -0.13 -0.09 -0.06 0.000
C 0.46942 1.98652 3.23543 0.04 0.14 -0.03 0.000
C -0.21097 2.55681 2.17715 -0.11 -0.12 0.00 0.000
N -0.41075 1.62438 1.21114 0.12 0.10 0.40 0.000
N 0.43043 -2.00811 1.03516 0.20 -0.40 -0.11 0.117
C 0.21416 -2.61707 2.17379 -0.21 0.21 -0.04 0.192
C 0.59156 -4.00245 2.02237 0.06 0.13 0.06 0.444
C 1.05615 -4.08186 0.66997 -0.03 -0.19 -0.10 0.042
N 0.95266 -2.94157 0.06993 0.00 0.19 -0.01 0.168
H 4.02422 0.52472 -2.21730 0.01 0.01 0.00 0.000
H 2.01423 2.31442 -2.46991 0.03 -0.02 -0.03 0.000
H 3.08745 -1.30863 -0.42515 0.02 -0.02 -0.01 0.001
H -1.47893 -2.24371 -0.63709 0.02 0.04 -0.01 0.001
H -2.92124 -1.98240 -2.54457 -0.02 0.02 -0.04 0.000
H -3.26222 0.19846 -3.64911 -0.01 -0.05 0.01 0.000
H 1.24221 -0.09918 3.37776 0.01 0.00 0.01 0.000
H 0.76053 2.45951 4.15959 0.02 0.02 -0.01 0.000
H -0.57936 3.56533 2.06070 0.03 0.01 0.03 0.000
H -0.20854 -2.14317 3.04928 0.01 0.04 0.00 0.005
H 0.52211 -4.77489 2.77660 0.02 -0.04 -0.01 0.016
H 1.43238 -4.95235 0.14889 0.01 -0.01 0.01 -0.002
Se 0.02570 3.95025 -1.42678 0.44 -0.12 0.21 -0.001
Se -1.63104 4.66803 -2.81434 -0.45 0.01 -0.26 -0.001
Te -3.41702 3.00276 -2.12497 0.08 0.23 -0.01 0.000
Se -3.05703 2.74385 0.29824 0.00 0.01 0.08 0.000
```
Forces are in eV/Å.